79
Properties=species:S:1:pos:R:3 method="wB97M-V/def2-TZVPD" charge=-2 spin_multiplicity=2 e_homo_ev="0.7 / 0.9" orbital_gap_ev="3.4 / 3.2" s2=0.80 energy_ev=-159362.1460
V 0.3404 1.6301 0.2010
N 7.4145 -1.2491 -3.2538
C 6.3009 -0.7251 -2.5638
C 6.4772 -0.0294 -1.3706
C 5.3802 0.5059 -0.7085
C 4.1110 0.3379 -1.2284
C 3.9207 -0.3983 -2.3882
C 5.0130 -0.9328 -3.0528
S 2.7039 1.1647 -0.4962
O 3.2434 2.1605 0.4096
O 1.9688 1.6812 -1.6415
N 1.8332 0.0426 0.2138
C 1.8059 0.2286 1.5922
N 2.5444 -0.4621 2.4142
C 2.4465 -0.1407 3.7337
C 1.6196 0.8791 4.1711
C 0.8590 1.5621 3.2382
N 0.9365 1.2304 1.9216
H 8.2626 -0.7406 -3.0616
H 7.2574 -1.3256 -4.2459
H 7.4760 0.1052 -0.9704
H 5.4989 1.0734 0.2057
H 2.9165 -0.5283 -2.7725
H 4.8707 -1.4980 -3.9673
H 3.0690 -0.7190 4.4066
H 1.5559 1.1319 5.2213
H 0.1633 2.3498 3.4933
O -0.0885 5.4343 -3.8120
S -0.1707 6.3483 -2.2888
O -1.2980 7.2598 -2.4589
N -0.5715 5.2373 -1.2369
C -0.4126 3.9217 -1.3584
O -0.2812 3.2144 -0.3094
C -0.4918 3.3097 -2.6976
C -0.7707 1.9518 -2.8718
C -0.8187 1.3755 -4.1259
C -0.5989 2.1599 -5.2513
C -0.3689 3.5171 -5.1066
C -0.3235 4.1045 -3.8442
H -0.9803 1.3476 -1.9905
H -1.0198 0.3154 -4.2216
H -0.6172 1.7305 -6.2465
H -0.2144 4.1574 -5.9666
C -1.4275 0.9869 0.4162
Ge -1.9815 -0.6978 1.0989
C -1.5213 -1.0691 3.0044
C -0.6686 -2.0954 3.4016
C -0.3264 -2.2668 4.7378
C -0.8460 -1.4163 5.7019
C -1.6989 -0.3862 5.3238
C -2.0196 -0.2118 3.9867
C -1.4332 -2.3382 0.1027
C -0.1632 -2.4609 -0.4628
C 0.2004 -3.6104 -1.1534
C -0.7029 -4.6542 -1.3056
C -1.9802 -4.5352 -0.7756
C -2.3369 -3.3873 -0.0798
C -3.9822 -0.8719 1.0547
C -4.6346 -0.5791 -0.1463
C -6.0170 -0.6225 -0.2502
C -6.7862 -0.9597 0.8570
C -6.1582 -1.2550 2.0590
C -4.7723 -1.2124 2.1521
H -2.3080 1.5735 0.1253
H -0.2689 -2.7686 2.6496
H 0.3505 -3.0627 5.0281
H -0.5658 -1.5391 6.7426
H -2.0928 0.2902 6.0752
H -2.6622 0.6099 3.6838
H 0.5440 -1.6481 -0.3599
H 1.1957 -3.6912 -1.5776
H -0.4133 -5.5568 -1.8333
H -2.7006 -5.3362 -0.9067
H -3.3367 -3.2960 0.3313
H -4.0346 -0.3067 -1.0094
H -6.5030 -0.3874 -1.1910
H -7.8678 -0.9895 0.7840
H -6.7545 -1.5163 2.9276
H -4.2884 -1.4512 3.0938